One molecule with the formula CH3NOS. Source: the OMol25 dataset; level of theory: the ωB97M-V functional and the def2-TZVPD basis.

The geometry in ORCA input format:
```
! wB97M-V def2-TZVPD RIJCOSX def2/J DEFGRID3
* xyz 0 1
C 0.352 -1.067 -0.078
N 1.342 -0.284 -0.154
O -1.024 0.972 -0.155
S -1.294 -0.635 -0.065
H 0.416 -2.066 -0.243
H 1.164 0.676 -0.402
H -1.880 1.415 -0.177
*
```

The HOMO-LUMO gap is 9.1 eV. As for the SMILES: [H]/N=C\SO. The calculation puts the energy above the lowest of the compared OMol25 structures with the same formula, charge and spin at 195.7 kJ/mol. The value obtained for the electronic energy is -568.0262 a.u.